[1]
# C26H51AsI2IrN7O3PSi2

C26H51AsI2IrN7O3PSi2 as an isolated structure (ωB97M-V/def2-TZVPD, OMol25).

Results
- Energy relative to the best compared isomer or geometry (same formula, charge and spin): 0.000 eV
- Spin multiplicity: 6
- Kohn-Sham gap (spin up / spin down): 8.07 / 6.38 eV
- E_HOMO (spin up / spin down): -0.4537 / -0.4994 Eh
- Total charge: +2

Each line ends with the Mulliken spin population.
Positions of all 94 atoms, in Å:
Ir 0.15 -0.81 0.34  1.9416
I -2.97 4.16 5.61  0.0801
C -2.66 2.65 4.26  0.2742
C -3.69 2.26 3.39  -0.0838
C -3.47 1.27 2.47  0.2024
I -5.03 0.59 1.30  0.0352
C -2.16 0.66 2.31  0.1370
O -1.92 -0.10 1.35  0.4073
C -1.16 1.00 3.32  0.0679
C 0.11 0.19 3.42  0.0202
N 0.95 0.24 2.21  0.1726
C 2.33 -0.17 2.50  0.0139
C 3.14 -0.28 1.23  -0.0010
C 4.51 -0.06 1.24  0.0045
C 5.22 -0.25 0.07  -0.0045
C 4.55 -0.64 -1.08  0.0098
C 3.18 -0.83 -1.00  0.0089
N 2.49 -0.64 0.13  0.1224
C -1.42 1.98 4.23  -0.0251
H -4.66 2.73 3.47  0.0028
H -0.15 -0.85 3.61  0.0234
H 0.68 0.55 4.29  -0.0048
H 0.95 1.19 1.85  -0.0210
H 2.29 -1.15 2.98  -0.0024
H 2.81 0.52 3.20  -0.0014
H 5.01 0.25 2.15  0.0001
H 6.29 -0.09 0.05  -0.0003
H 5.06 -0.80 -2.01  0.0011
H 2.60 -1.13 -1.87  -0.0201
H -0.67 2.24 4.97  0.0017
C -1.84 -5.38 -0.95  0.0367
Si -0.15 -4.82 -1.49  0.0528
C 0.25 -5.30 -3.24  0.0113
C 1.19 -5.32 -0.30  0.0074
As -0.24 -2.44 -1.42  0.8890
Si -1.86 -1.51 -2.91  0.0513
C -1.11 0.08 -3.53  0.0180
C -3.38 -1.24 -1.88  0.0253
C -2.19 -2.71 -4.30  0.0072
H -1.88 -6.48 -0.92  0.0053
H -2.61 -5.04 -1.63  0.0019
H -2.07 -5.01 0.05  0.0028
H 0.30 -6.39 -3.31  -0.0001
H 1.22 -4.90 -3.56  0.0034
H -0.51 -4.96 -3.95  -0.0006
H 1.36 -6.40 -0.37  -0.0004
H 0.89 -5.09 0.72  -0.0003
H 2.13 -4.82 -0.53  0.0021
H -0.77 0.71 -2.71  -0.0156
H -1.85 0.63 -4.11  -0.0005
H -0.25 -0.13 -4.19  0.0185
H -3.16 -0.68 -0.96  -0.0032
H -3.82 -2.19 -1.58  0.0025
H -4.13 -0.69 -2.45  0.0056
H -1.32 -2.90 -4.92  0.0065
H -2.97 -2.28 -4.94  0.0007
H -2.57 -3.66 -3.93  -0.0021
C -1.86 4.81 -0.33  0.0017
N -1.48 3.41 -0.50  -0.0051
C -2.54 2.58 -1.07  0.0023
P 0.06 2.85 -0.58  0.0675
O 0.10 1.39 -0.20  0.3752
N 0.69 3.02 -2.08  -0.0073
C 0.41 4.19 -2.90  0.0007
C 1.81 2.21 -2.54  0.0016
N 0.89 3.84 0.45  -0.0016
C 2.23 4.33 0.16  -0.0002
C 0.48 3.98 1.83  0.0128
H -2.62 4.89 0.44  -0.0017
H -2.27 5.23 -1.26  0.0002
H -1.00 5.41 -0.04  0.0005
H -3.46 2.72 -0.49  0.0012
H -2.27 1.53 -1.01  -0.0040
H -2.75 2.85 -2.11  -0.0005
H -0.44 4.74 -2.51  0.0002
H 0.18 3.88 -3.92  0.0000
H 1.28 4.86 -2.94  0.0001
H 2.06 1.47 -1.79  -0.0113
H 2.69 2.84 -2.72  0.0003
H 1.56 1.70 -3.47  -0.0009
H 2.41 4.35 -0.91  0.0000
H 3.00 3.71 0.63  0.0001
H 2.33 5.35 0.55  0.0002
H -0.51 3.54 1.98  -0.0063
H 0.44 5.03 2.12  0.0019
H 1.18 3.48 2.51  0.0002
N -0.02 -3.80 4.10  0.0037
C 0.57 -3.41 2.95  0.0208
N 1.90 -3.71 2.81  -0.0027
O -0.04 -2.77 2.09  0.0659
H 0.40 -4.48 4.71  0.0002
H -1.02 -3.70 4.15  -0.0005
H 2.32 -4.42 3.39  0.0003
H 2.26 -3.64 1.87  -0.0040

***

[2]
# C53H120F18N8O23S6

A 14-piece molecular cluster, C53H120F18N8O23S6 overall (ωB97M-V/def2-TZVPD, OMol25).

Results
- Kohn-Sham gap: 9.11 eV
- E_HOMO: -0.4611 Eh
- Total charge: +2

Each line ends with the Mulliken charge.
Positions of all 228 atoms, in Å:
C -0.73 -0.33 -5.79  -1.1964
C 0.70 0.18 -5.84  0.1517
C 0.82 1.37 -6.90  -0.3139
C 2.16 2.12 -6.67  -0.7061
N 2.37 3.52 -7.37  0.6122
C 2.10 3.45 -8.81  -0.8151
C 2.78 4.60 -9.43  -0.6025
C 4.03 4.92 -8.49  -0.8157
C 3.85 3.86 -7.33  -0.5849
C 1.58 4.55 -6.72  -1.3282
H -0.82 -1.21 -5.11  0.2839
H -1.21 -0.58 -6.76  0.4796
H -1.36 0.46 -5.34  0.0327
H 1.43 -0.62 -6.03  0.5539
H 1.04 0.52 -4.85  -0.2798
H 0.00 2.09 -6.57  0.2132
H 0.76 1.06 -7.93  0.5662
H 3.09 1.62 -6.99  0.3295
H 2.25 2.27 -5.58  0.0196
H 1.05 3.40 -9.08  0.4373
H 2.61 2.58 -9.13  0.4500
H 2.11 5.50 -9.45  0.2716
H 3.14 4.38 -10.42  0.4201
H 4.01 5.94 -8.12  0.3052
H 4.95 4.78 -8.99  0.4017
H 3.98 4.16 -6.29  0.4566
H 4.42 2.98 -7.62  0.4337
H 1.89 5.59 -6.89  0.4907
H 1.73 4.41 -5.67  0.4000
H 0.51 4.49 -7.01  0.3497
C 6.43 -0.51 6.75  -1.1976
C 5.40 0.00 7.68  -0.3738
C 4.05 -0.47 7.08  0.3032
C 3.04 -0.69 8.22  -1.3085
N 1.67 -1.23 7.85  0.4173
C 1.01 -0.41 6.87  -0.2103
C -0.47 -0.79 6.88  -0.4006
C -0.68 -1.21 8.42  -0.9124
C 0.71 -1.21 8.96  -0.5495
C 1.82 -2.62 7.37  -0.7728
H 6.19 -0.23 5.71  0.1319
H 6.43 -1.61 6.71  0.3339
H 7.43 -0.15 6.88  0.4687
H 5.41 1.07 7.80  0.3276
H 5.41 -0.49 8.72  0.3865
H 4.27 -1.39 6.56  0.0530
H 3.61 0.17 6.30  0.2422
H 2.78 0.26 8.73  0.1969
H 3.47 -1.33 8.99  0.5544
H 1.45 -0.53 5.88  -0.2167
H 1.20 0.60 7.10  0.5876
H -0.58 -1.75 6.32  -0.1349
H -1.22 -0.16 6.46  0.6161
H -1.15 -2.16 8.51  0.3716
H -1.25 -0.44 8.91  0.3849
H 0.96 -1.97 9.68  0.5070
H 0.88 -0.23 9.43  0.3807
H 2.33 -3.09 8.21  0.3296
H 2.45 -2.63 6.47  -0.1496
H 0.87 -3.12 7.20  0.6477
C -6.29 6.21 0.05  -1.4082
C -5.06 5.30 -0.24  0.0065
C -3.81 5.76 0.40  -0.8955
C -2.63 4.82 0.21  0.9705
N -1.42 5.32 1.04  0.5388
C -0.35 4.26 1.06  0.2432
C 0.60 4.61 2.20  -0.4458
C -0.38 5.21 3.24  -0.8742
C -1.72 5.54 2.56  -0.4642
C -0.85 6.57 0.41  -0.9474
H -6.32 6.41 1.14  0.3409
H -7.27 5.73 -0.18  0.3769
H -6.19 7.20 -0.41  0.3408
H -5.02 5.16 -1.35  0.2754
H -5.19 4.29 0.20  0.1792
H -4.07 5.88 1.45  0.2770
H -3.50 6.71 0.10  0.6300
H -2.36 4.78 -0.81  -0.6198
H -2.77 3.79 0.55  -0.2021
H 0.05 4.26 0.07  0.6711
H -0.83 3.33 1.30  -0.7530
H 1.29 5.43 1.95  0.4930
H 1.19 3.70 2.56  -0.1584
H 0.02 6.16 3.62  0.3925
H -0.53 4.57 4.10  0.4094
H -2.09 6.51 2.78  0.4985
H -2.52 4.81 2.77  0.0634
H 0.14 6.79 0.80  0.3558
H -1.56 7.31 0.68  0.3322
H -0.78 6.36 -0.61  0.2981
C 1.39 -6.37 0.27  -1.2372
C 2.12 -5.43 -0.62  0.5905
C 3.65 -5.55 -0.49  -0.5718
O 4.21 -4.77 -1.55  -0.2790
C 5.55 -4.37 -1.34  -0.5323
N 1.92 -5.71 -2.07  0.0021
H 2.56 -6.47 -2.35  0.3906
H 0.97 -5.95 -2.38  0.2072
H 2.19 -4.89 -2.61  0.3771
H 1.79 -7.40 0.34  0.3982
H 0.37 -6.54 -0.07  0.3508
H 1.35 -5.86 1.24  0.0561
H 1.76 -4.42 -0.43  -0.0443
H 3.98 -6.63 -0.56  0.4188
H 4.12 -5.24 0.48  0.2013
H 5.62 -3.89 -0.35  0.0814
H 5.81 -3.60 -2.07  0.2320
H 6.24 -5.25 -1.28  0.3009
C -4.32 -3.30 -6.20  -1.0881
C -5.43 -2.84 -5.30  0.1976
C -5.11 -1.50 -4.57  0.2628
O -5.15 -0.52 -5.61  -0.5611
C -4.78 0.81 -5.31  -0.3663
N -6.66 -2.48 -6.12  -0.2295
H -6.42 -1.53 -6.49  0.3560
H -6.95 -3.10 -6.87  0.3435
H -7.44 -2.22 -5.52  0.3881
H -3.62 -3.74 -5.52  0.1661
H -3.87 -2.48 -6.80  0.2128
H -4.76 -4.09 -6.85  0.4737
H -5.80 -3.60 -4.55  0.3338
H -4.15 -1.60 -4.03  -0.2975
H -5.81 -1.22 -3.81  0.2474
H -4.77 1.33 -6.26  0.3149
H -3.78 0.74 -4.82  -0.0856
H -5.46 1.25 -4.59  0.2796
C 0.29 0.43 -1.39  -1.0500
C -0.84 -0.03 -0.47  1.9058
C -0.31 -0.40 0.89  -1.1685
O 0.43 0.70 1.47  1.4127
C 0.76 0.41 2.81  -0.9265
N -1.76 1.16 -0.35  2.5297
H -2.75 0.96 -0.15  -0.2628
H -1.43 1.63 0.49  -1.0640
H -1.58 1.74 -1.18  0.1356
H 0.62 1.36 -0.91  -0.0601
H -0.13 0.67 -2.38  -0.0323
H 1.17 -0.26 -1.40  0.6055
H -1.42 -0.81 -0.92  -0.7623
H 0.27 -1.31 0.82  0.7381
H -1.04 -0.64 1.68  -0.2944
H 1.62 -0.29 2.82  -0.1815
H -0.09 -0.05 3.33  0.1558
H 0.98 1.32 3.34  0.1708
C 3.75 1.90 0.56  -0.0222
C 4.87 1.46 1.44  0.2279
C 4.65 0.04 1.99  0.0584
O 5.85 -0.36 2.60  -0.5466
C 5.86 -1.72 3.08  0.0990
N 6.13 1.56 0.58  0.0077
H 6.97 1.33 1.12  0.3959
H 5.99 0.93 -0.29  -0.0636
H 6.28 2.51 0.25  0.4295
H 3.61 3.00 0.46  0.3403
H 2.80 1.42 0.88  -0.4734
H 3.97 1.59 -0.46  -0.1844
H 5.06 2.15 2.27  0.2886
H 4.22 -0.71 1.26  0.2908
H 3.82 0.19 2.66  -0.0606
H 5.17 -2.30 2.46  -0.0419
H 5.46 -1.76 4.09  -0.3739
H 6.92 -2.03 3.09  0.4219
C -5.52 -4.51 1.93  -1.4439
C -5.42 -4.50 3.46  0.2680
C -4.26 -5.26 4.04  -0.7882
O -3.09 -4.47 3.77  -0.2770
C -1.89 -5.29 3.81  -0.6326
N -5.25 -3.11 3.92  -0.0801
H -5.89 -2.44 3.50  0.3720
H -5.38 -3.02 4.92  0.3832
H -4.29 -2.90 3.65  0.1428
H -6.45 -4.01 1.64  0.3866
H -5.54 -5.45 1.48  0.5328
H -4.63 -4.09 1.53  0.3212
H -6.36 -4.89 3.94  0.3068
H -4.23 -6.22 3.57  0.4438
H -4.32 -5.33 5.15  0.3307
H -1.51 -5.46 4.85  0.2500
H -1.18 -4.59 3.37  0.0119
H -2.04 -6.17 3.24  0.4421
C -1.10 5.23 -3.79  0.2508
F -2.35 5.61 -3.44  -0.2051
F -0.88 5.70 -5.07  -0.2226
F -0.22 5.75 -2.92  -0.2300
S -0.94 3.40 -3.79  1.2187
O -1.55 3.07 -2.51  -0.7184
O -1.59 3.00 -5.00  -0.7525
O 0.50 3.22 -3.85  -0.6897
C -2.34 -3.75 -2.13  0.3979
F -3.52 -4.03 -1.61  -0.1511
F -2.44 -2.69 -2.99  -0.2440
F -1.50 -3.25 -1.16  -0.1515
S -1.53 -5.16 -2.99  1.3050
O -1.60 -6.21 -2.02  -0.7119
O -2.36 -5.30 -4.14  -0.7044
O -0.19 -4.65 -3.26  -0.7755
C 3.09 -4.57 3.90  0.3181
F 3.39 -4.56 5.20  -0.1762
F 4.20 -4.35 3.16  -0.1668
F 2.62 -5.73 3.40  -0.1734
S 2.09 -3.13 3.55  0.5498
O 0.91 -3.14 4.44  -0.3561
O 2.90 -2.00 3.84  -0.7140
O 1.79 -3.16 2.14  -0.1072
C -5.62 -1.12 -0.60  0.3872
F -4.93 -1.49 0.50  -0.0933
F -5.60 -2.14 -1.50  -0.1074
F -6.89 -0.89 -0.26  -0.2350
S -4.86 0.29 -1.47  0.4954
O -5.94 0.77 -2.28  -0.6806
O -4.46 1.19 -0.38  -0.4525
O -3.70 -0.18 -2.19  -0.3475
C -3.86 0.58 3.70  0.4633
F -4.91 0.86 2.93  -0.1567
F -4.29 0.25 4.99  -0.2649
F -3.17 -0.54 3.19  -0.1650
S -2.68 1.94 3.72  1.5360
O -1.63 1.49 4.67  -0.6520
O -2.27 1.94 2.32  -1.2650
O -3.42 3.09 4.11  -0.7643
C 4.45 0.20 -3.51  0.4578
F 4.21 -1.12 -3.21  -0.2658
F 4.37 0.21 -4.82  -0.1967
F 3.46 1.01 -3.00  -0.1406
S 6.06 0.52 -2.73  1.2850
O 6.06 1.97 -2.51  -0.7026
O 6.05 -0.09 -1.36  -0.7370
O 6.95 -0.21 -3.60  -0.6487

***

[3]
# C32H22F9MnN2O11P3S

C32H22F9MnN2O11P3S as an isolated structure (ωB97M-V/def2-TZVPD, OMol25).

Results
- Energy relative to the best compared isomer or geometry (same formula, charge and spin): 0.080 eV
- Spin multiplicity: 6
- Kohn-Sham gap (spin up / spin down): 6.68 / 6.81 eV
- E_HOMO (spin up / spin down): -0.0980 / -0.1030 Eh
- Total charge: -2

Each line ends with the Mulliken spin population.
Positions of all 81 atoms, in Å:
Mn 0.63 -0.47 0.08  4.6161
O -3.10 -4.47 -2.44  -0.0001
C -2.76 -4.89 -1.24  -0.0022
O -3.25 -5.88 -0.73  0.0000
C -1.75 -4.09 -0.51  -0.0164
C -1.31 -4.38 0.77  -0.0042
N -0.39 -3.46 1.09  -0.0095
N -0.20 -2.59 0.10  0.0952
C -1.02 -2.93 -0.87  0.0015
C -1.05 -2.01 -2.07  0.0097
O -1.77 -2.36 -3.04  0.0014
O -0.37 -0.98 -1.97  0.0543
H -2.61 -3.61 -2.71  0.0000
H -1.61 -5.16 1.44  0.0005
H 0.12 -3.31 1.95  -0.0002
O -2.39 -1.53 2.95  0.0002
P -1.55 -0.17 2.64  0.0217
O -2.27 0.98 3.24  0.0018
O -1.25 -0.17 1.16  -0.0106
O -0.19 -0.52 3.44  0.0018
P 1.35 -0.34 3.01  0.0129
O 1.56 -1.85 2.39  0.0193
O 2.22 -0.11 4.17  0.0006
O 1.40 0.59 1.81  0.0541
H -3.12 -1.28 3.52  0.0001
H 2.45 -1.94 2.02  -0.0008
S 2.84 -1.25 -0.88  0.0323
C 3.73 0.21 -1.25  0.0003
C 4.62 0.24 -2.33  0.0009
C 5.29 1.40 -2.69  -0.0008
C 5.09 2.58 -1.98  0.0036
C 4.23 2.56 -0.89  0.0055
C 3.56 1.40 -0.53  0.0303
H 4.76 -0.67 -2.91  -0.0004
H 5.96 1.39 -3.54  -0.0002
H 5.61 3.49 -2.26  0.0003
H 4.06 3.47 -0.31  0.0002
H 2.91 1.41 0.34  -0.0072
F 2.73 5.23 -5.50  0.0000
C 1.47 5.52 -5.14  0.0005
F 0.73 5.54 -6.28  0.0000
F 1.48 6.81 -4.70  0.0000
C 0.91 4.59 -4.12  0.0000
C -0.41 4.76 -3.71  -0.0011
C -0.95 3.93 -2.76  -0.0058
C -0.19 2.91 -2.19  -0.0487
C 1.12 2.73 -2.62  0.0138
C 1.68 3.57 -3.58  0.0020
P -0.78 1.79 -0.86  0.1378
C -2.39 1.25 -1.52  0.0097
C -2.52 0.96 -2.87  0.0009
C -3.70 0.43 -3.37  0.0012
C -4.76 0.20 -2.52  0.0026
C -4.64 0.46 -1.16  0.0026
C -3.46 0.98 -0.66  0.0029
C -6.06 -0.31 -3.06  -0.0012
F -6.66 -1.20 -2.23  0.0000
F -6.96 0.69 -3.23  0.0001
F -5.94 -0.91 -4.25  0.0000
C -1.25 3.02 0.41  -0.0554
C -2.42 3.76 0.39  -0.0039
C -2.69 4.69 1.38  0.0002
C -1.78 4.89 2.40  0.0005
C -0.60 4.16 2.44  0.0013
C -0.34 3.22 1.45  0.0150
C -2.04 5.93 3.44  -0.0002
F -3.36 6.11 3.67  0.0000
F -1.47 5.66 4.62  0.0000
F -1.57 7.15 3.07  0.0000
H -1.01 5.56 -4.15  -0.0002
H -1.98 4.07 -2.45  0.0008
H 1.72 1.93 -2.20  0.0126
H 2.70 3.43 -3.89  0.0002
H -1.68 1.10 -3.53  -0.0018
H -3.77 0.18 -4.42  -0.0001
H -5.46 0.24 -0.49  0.0001
H -3.36 1.15 0.41  0.0030
H -3.16 3.60 -0.39  -0.0008
H -3.62 5.25 1.36  0.0000
H 0.09 4.29 3.26  -0.0002
H 0.55 2.61 1.52  -0.0003

***

[4]
# C18H21ClN2O4S

C18H21ClN2O4S as an isolated structure (ωB97M-V/def2-TZVPD, OMol25).

Results
- Energy relative to the best compared isomer or geometry (same formula, charge and spin): 16.984 eV
- Kohn-Sham gap: 9.34 eV
- E_HOMO: -0.3376 Eh
- Total charge: 0

Each line ends with the Mulliken charge.
Positions of all 47 atoms, in Å:
C 3.49 4.69 0.02  -1.2451
C 3.23 3.27 -0.52  -0.3559
O 2.16 2.58 0.23  -0.2962
C 1.98 1.38 0.01  0.3032
C 1.02 0.97 0.69  0.0277
C 0.73 -0.42 0.79  0.5092
C 1.37 -1.20 -0.06  -0.3374
C 2.23 -0.86 -1.13  -0.9330
C 2.67 0.46 -1.00  -0.6895
H 3.38 0.92 -1.56  0.5950
H 2.73 -1.67 -1.69  0.4422
N 0.95 -2.82 -0.43  0.3826
S 1.56 -3.60 0.61  1.1262
O 1.34 -5.15 0.25  -0.7805
O 2.90 -3.31 0.84  -0.6602
C 0.73 -3.60 2.40  -1.1851
H 0.89 -4.34 2.91  0.7577
H 1.02 -2.68 2.86  0.2591
H -0.55 -3.71 2.03  0.2163
C -0.34 -3.10 -0.82  -1.7664
H -0.42 -4.16 -0.91  0.6078
H -0.24 -2.92 -1.85  0.4896
C -1.55 -2.48 -0.16  0.9344
O -1.98 -2.87 0.94  -0.6408
N -1.93 -1.38 -1.00  -0.2762
C -2.82 -0.20 -0.31  0.4532
C -3.69 -0.31 0.60  0.2030
C -4.62 0.36 1.07  -0.1234
C -4.34 1.84 0.70  -0.5722
C -3.48 2.14 -0.27  -1.8333
C -2.63 1.00 -0.84  1.0978
C -1.52 1.47 -1.94  -1.2571
H -1.73 0.90 -2.72  0.5081
H -1.52 2.64 -2.07  0.3260
H -0.50 1.28 -1.44  0.1391
H -3.44 2.91 -0.63  0.9778
H -5.16 2.56 0.79  0.3042
Cl -5.73 0.14 2.51  -0.1877
H -3.80 -1.54 1.03  0.0086
H -1.19 -1.02 -1.47  0.4213
H -0.16 -0.78 1.58  0.2329
H 0.74 1.40 1.83  0.1069
H 4.42 2.70 -0.36  0.2797
H 3.21 3.33 -1.60  0.4287
H 4.40 5.07 -0.70  0.2931
H 3.63 4.79 0.99  0.4249
H 2.54 5.34 -0.19  0.2835